Computed, not measured: H4N2O7Si2 in the gas phase, with wB97M-V/def2-TZVPD.

Computed properties:
LUMO energy = -0.3 eV
E_HOMO = -10.85 eV
HOMO-LUMO gap = 0.3886 Ha
SMILES = O=[N+]([O-])[Si@H](O)O[Si@@H](O)[N+](=O)[O-]
ΔE to the lowest compared entry with this formula, charge and spin = 0.0 kcal per mole

```
! wB97M-V def2-TZVPD RIJCOSX def2/J DEFGRID3
* xyz 0 1
O -2.43040 -2.62396 -0.53497
N -1.47550 -1.89051 -0.43029
O -0.48858 -1.97919 -1.14099
Si -1.39217 -0.28353 0.65307
O -2.66615 0.61359 0.24092
O -0.02895 0.35837 0.00058
Si 1.37818 -0.32094 -0.62432
O 2.66895 0.58091 -0.35848
N 1.45748 -1.85003 0.49974
O 2.45140 -2.54495 0.37073
O 0.57749 -2.06646 1.28877
H -1.55724 -0.66187 2.07099
H -2.50312 1.49385 0.02867
H 1.28976 -0.37916 -2.10398
H 3.00221 1.11726 0.45361
*
```

***

Computed, not measured: a molecular structure, C35H43AsBF15GeO7SSeSi2TeTi, with wB97M-V/def2-TZVPD.

Computed properties:
LUMO energy (spin up / spin down) = 3.1 / 3.1 eV
E_HOMO (spin up / spin down) = -3.54 / -3.54 eV
<S²> = 2.008
HOMO-LUMO gap (spin up / spin down) = 0.2444 / 0.2443 Ha
ΔE to the lowest compared entry with this formula, charge and spin = 31.2 kcal per mole

```
! wB97M-V def2-TZVPD RIJCOSX def2/J DEFGRID3
* xyz -2 3
Ti 7.17092 -21.61713 -8.35231
C 9.82364 -24.87658 -7.07358
Si 11.73230 -24.67382 -6.73167
C 12.33608 -23.11456 -6.04436
C 12.03440 -26.03568 -5.46616
C 12.85583 -24.95602 -8.31885
Te 14.83659 -24.04756 -8.41828
C 15.10614 -25.06174 -10.30422
Si 14.47647 -24.47043 -11.97527
C 15.29700 -25.62755 -13.23147
C 14.89847 -22.72438 -12.41942
C 12.52157 -24.47134 -12.13840
H 9.39990 -24.46741 -6.15754
H 9.54146 -25.95762 -6.98707
H 9.44765 -24.36337 -7.98179
H 11.52390 -22.74038 -5.36151
H 12.54273 -22.43830 -6.89996
H 13.22147 -23.37431 -5.43721
H 11.99633 -25.58879 -4.37705
H 12.93278 -26.54546 -5.63181
H 11.17795 -26.66618 -5.44222
H 12.21561 -24.46699 -9.08870
H 12.99575 -26.02533 -8.45941
H 14.70639 -26.12626 -10.28199
H 16.18070 -25.10690 -10.42478
H 16.34844 -25.41928 -13.35527
H 14.87046 -25.32392 -14.22356
H 15.12559 -26.76205 -13.12180
H 15.99313 -22.44528 -12.17654
H 14.37697 -22.01980 -11.82818
H 14.75397 -22.47835 -13.49230
H 12.14827 -25.47936 -11.98988
H 12.37752 -24.19387 -13.16825
H 11.95009 -23.75110 -11.52160
O 10.57706 -19.89241 -8.11897
Se 9.90021 -21.32116 -8.45244
O 8.68213 -21.36860 -9.64483
O 8.82408 -21.75914 -7.24849
O 11.04628 -22.42926 -8.87759
F 5.16714 -19.74096 2.28629
C 5.05247 -18.40627 2.53037
C 5.71572 -17.41143 1.84337
C 5.52865 -16.12255 2.33211
F 6.23338 -15.02063 1.94961
C 4.51146 -15.83248 3.24556
F 4.27989 -14.53968 3.56716
C 3.78243 -16.87428 3.89476
F 2.87609 -16.66657 4.85287
C 4.11814 -18.14298 3.54914
F 3.58749 -19.18479 4.28121
Ge 6.68631 -17.74725 0.13551
S 6.35846 -19.59271 -0.75257
C 8.66396 -17.50387 0.34390
C 9.42800 -17.46957 1.50319
F 8.87206 -17.54948 2.74847
C 10.75548 -17.35059 1.42231
F 11.49417 -17.12466 2.55585
C 11.45531 -17.48260 0.16995
F 12.79319 -17.50223 0.23017
C 10.72538 -17.63458 -0.98302
F 11.31967 -17.87373 -2.15650
C 9.30781 -17.59933 -0.89341
F 8.66763 -17.66989 -2.07830
C 5.97904 -16.12655 -0.88069
C 4.59742 -16.17972 -1.03812
F 3.89838 -17.08508 -0.29311
C 3.86771 -15.20944 -1.73480
F 2.53792 -15.16640 -1.60206
C 4.49966 -14.26026 -2.44279
F 3.83600 -13.32078 -3.11454
C 5.88445 -14.21684 -2.40140
F 6.46586 -13.33640 -3.27308
C 6.62412 -15.10294 -1.61942
F 7.94752 -14.92224 -1.63109
C 6.88795 -26.45830 -11.25948
C 7.46443 -25.03521 -11.27507
C 8.91838 -25.12071 -11.76442
O 7.49197 -24.54509 -9.92548
B 6.58968 -23.47852 -9.74733
O 5.76123 -23.35923 -10.85827
C 6.40762 -24.05735 -11.95850
C 7.13600 -23.07075 -12.85137
C 5.37844 -24.82107 -12.80352
H 7.54394 -27.13697 -10.69190
H 6.75824 -26.91089 -12.23007
H 5.88022 -26.62673 -10.74964
H 9.32960 -26.04708 -11.35221
H 9.45433 -24.22746 -11.37839
H 9.03220 -25.19078 -12.85487
H 7.92225 -22.61630 -12.16713
H 6.50469 -22.31001 -13.20474
H 7.59881 -23.61361 -13.61224
H 4.85673 -25.52986 -12.14238
H 5.93822 -25.28717 -13.57438
H 4.73411 -24.18695 -13.27083
C 6.88525 -17.60877 -7.32965
As 5.48427 -19.00218 -6.75549
C 6.67887 -19.60194 -5.27161
C 8.63320 -26.90752 -3.39633
O 6.00531 -20.23994 -7.86377
H 6.64654 -17.12050 -8.24841
H 7.81348 -18.22652 -7.45912
H 6.95585 -16.85378 -6.57159
H 6.16409 -20.29118 -4.57274
H 7.17745 -18.80951 -4.72239
H 7.44795 -20.18459 -5.69183
H 8.47232 -26.00187 -2.64721
H 9.58437 -26.91973 -3.93669
H 7.81661 -27.55786 -3.71140
*
```

***

Computed, not measured: 2 unconnected molecules or ions with the total composition C2H5N2O2S, with wB97M-V/def2-TZVPD.

Computed properties:
LUMO energy (spin up / spin down) = -4.4 / -8.3 eV
E_HOMO (spin up / spin down) = -11.67 / -14.43 eV
<S²> = 2.025
HOMO-LUMO gap (spin up / spin down) = 0.2673 / 0.2270 Ha
ΔE to the lowest compared entry with this formula, charge and spin = 59.9 kcal per mole

```
! wB97M-V def2-TZVPD RIJCOSX def2/J DEFGRID3
* xyz 1 3
C -1.59221 -0.50921 0.18825
C -0.54533 -0.02547 0.41430
N 2.30332 1.71605 0.10028
N -2.85781 -0.96120 -0.18180
O 2.12826 -0.43943 -1.26473
O 2.58294 -0.73611 1.11898
S 2.07200 0.06370 0.09442
H 2.32567 2.23663 0.98367
H 2.89560 1.97853 -0.70438
H -2.69183 -2.01201 -0.24082
H -3.14177 -0.58939 -1.03814
H -3.47885 -0.72210 0.52996
*
```

***

Computed, not measured: C5H8IP in the gas phase, with wB97M-V/def2-TZVPD.

Computed properties:
LUMO energy = -1.1 eV
E_HOMO = -8.73 eV
HOMO-LUMO gap = 0.2786 Ha
SMILES = C[C@H]1CC=P[C@@H]1I
ΔE to the lowest compared entry with this formula, charge and spin = 35.1 kcal per mole

```
! wB97M-V def2-TZVPD RIJCOSX def2/J DEFGRID3
* xyz 0 1
C 0.24324 1.39135 -1.05662
C 0.25122 0.54602 0.25354
C -1.09846 -0.13761 0.51873
C -1.22970 -1.41212 -0.10254
P 0.27129 -2.09461 -0.36989
C 1.18490 -0.61445 0.13857
I 2.40901 -1.28184 2.34435
H -0.45928 1.13701 -1.86008
H 1.22919 1.23399 -1.45666
H -0.00605 2.42561 -0.81034
H 0.56873 1.15743 1.19889
H -2.01743 0.37109 0.35794
H -1.27161 -0.33767 1.60771
H -2.23937 -1.80788 -0.34230
H 2.16434 -0.57631 -0.42129
*
```

***

Computed, not measured: 4 unconnected molecules or ions with the total composition C33H44N4O10PS, with wB97M-V/def2-TZVPD.

Computed properties:
LUMO energy = -5.2 eV
E_HOMO = -11.13 eV
HOMO-LUMO gap = 0.2170 Ha

```
! wB97M-V def2-TZVPD RIJCOSX def2/J DEFGRID3
* xyz 1 1
C 6.48936 -2.98665 -0.66337
O 6.63965 -2.93433 -2.07835
C 5.66215 -2.11550 -2.69550
C 5.60418 -0.64204 -2.14396
C 4.90573 0.34177 -3.12884
C 5.01562 1.86018 -2.74752
C 3.65021 2.47099 -2.21381
C 3.43750 1.92740 -0.77925
O 2.04846 1.88097 -0.33458
C 1.28387 1.06598 -1.08600
O 1.71374 0.15112 -1.72646
C -0.23245 1.37642 -1.01711
C -0.69168 2.73808 -0.97058
P 0.35096 4.27534 -1.02955
S -0.62609 5.89503 -0.59990
C -2.07018 2.94541 -0.87156
N -2.96340 1.92731 -0.82436
N -4.33338 2.29219 -0.68436
C -4.65985 2.84957 -1.77188
O -4.94225 3.27361 -2.80642
C -2.57443 0.62490 -0.89968
C -3.64863 -0.46814 -0.82878
C -3.47174 -1.32772 0.48590
N -4.34546 -2.19471 0.78954
C -1.18533 0.29810 -1.00286
C -0.74910 -1.15254 -1.09222
C 0.18660 -1.70684 -0.15833
C 0.56562 -3.06426 -0.34111
C -0.01431 -3.75797 -1.43517
N -0.90241 -3.28122 -2.31222
C -1.22115 -2.00332 -2.12252
H 5.40537 -2.85971 -0.41362
H 6.91079 -3.89934 -0.20720
H 6.99343 -2.10155 -0.21004
H 4.65491 -2.57582 -2.51997
H 5.84434 -2.06763 -3.78813
H 6.62206 -0.23045 -1.93855
H 5.11126 -0.70401 -1.14870
H 3.83544 0.11334 -3.31427
H 5.41870 0.22460 -4.11311
H 5.74528 1.99151 -1.91254
H 5.33459 2.50309 -3.59560
H 3.71134 3.57842 -2.25647
H 2.87943 2.15424 -2.94737
H 3.88737 0.93706 -0.58801
H 3.95016 2.63618 -0.09171
H 0.93534 4.32722 -2.32933
H 1.44696 4.16616 -0.13169
H -2.44162 3.98774 -0.80408
H -3.60383 -1.16195 -1.68613
H -4.67380 -0.05040 -0.75998
H -2.62678 -1.17553 1.18250
H -5.03613 -2.15976 0.02625
H 0.61064 -1.08582 0.64423
H 1.28405 -3.50411 0.36160
H 0.29802 -4.81024 -1.57334
H -1.92893 -1.55714 -2.84991
O 4.90813 -0.45028 1.31094
C 5.83751 -0.21506 2.03579
O 7.01394 -0.86601 1.95144
C 7.88304 -0.44550 3.01918
C 7.35856 0.91610 3.43897
C 5.86672 0.78152 3.17273
H 7.82768 -1.18245 3.82333
H 8.90838 -0.39557 2.65807
H 7.60213 1.17276 4.46873
H 7.77769 1.68998 2.79208
H 5.33644 0.35874 4.02808
H 5.41938 1.72744 2.87571
O -5.91841 -7.32630 4.25025
C -5.24715 -6.58459 3.59868
O -5.64118 -6.06216 2.40621
C -4.56724 -5.30195 1.83162
C -3.67136 -4.93116 2.99761
C -3.84436 -6.12216 3.92951
H -4.05372 -5.92698 1.09505
H -4.96819 -4.42625 1.33173
H -2.63762 -4.74687 2.70468
H -4.04945 -4.02778 3.48204
H -3.14299 -6.92606 3.69956
H -3.76542 -5.83383 4.97480
O -10.13364 6.32958 1.45877
C -9.35334 5.66559 0.85073
O -9.26485 5.65875 -0.50980
C -8.30890 4.67884 -0.92789
C -7.40783 4.46008 0.27609
C -8.36025 4.68664 1.44008
H -8.84461 3.77029 -1.21660
H -7.75916 5.05243 -1.79173
H -6.92828 3.47898 0.28422
H -6.62146 5.21958 0.29319
H -8.88681 3.77320 1.72106
H -7.85353 5.11520 2.30102
*
```

***

Computed, not measured: a molecular structure, C31H55ClO3OsP2Si2, with wB97M-V/def2-TZVPD.

Computed properties:
LUMO energy (spin up / spin down) = -0.6 / -4.3 eV
E_HOMO (spin up / spin down) = -4.74 / -6.51 eV
<S²> = 6.052
HOMO-LUMO gap (spin up / spin down) = 0.1518 / 0.0805 Ha
ΔE to the lowest compared entry with this formula, charge and spin = 0.0 kcal per mole

```
! wB97M-V def2-TZVPD RIJCOSX def2/J DEFGRID3
* xyz 0 5
Os -0.79645 -0.14691 -1.20149
C 1.48293 -0.22365 -1.84352
C 0.82327 -1.39832 -2.29799
C -0.29435 -0.94383 -3.09143
Si 1.38020 -3.13897 -1.84531
C -0.25980 0.48792 -3.13433
C 0.86513 0.95080 -2.35792
Si 1.48213 2.71211 -2.09512
H 2.38809 -0.24297 -1.24701
H -0.99131 -1.59627 -3.60041
H -0.92687 1.14193 -3.68741
Cl -2.38570 -0.06268 0.57930
C 3.32170 2.80716 -1.77062
C 1.02447 3.73704 -3.58494
C 3.23425 -3.35033 -1.73885
C 0.67516 -4.33692 -3.08406
H 1.60345 3.35966 -4.44045
H 1.30164 4.78794 -3.42340
H -0.04087 3.68440 -3.84129
H 3.62190 2.06353 -1.01974
H 3.58154 3.81217 -1.40628
H 3.86849 2.61420 -2.70437
H 1.20799 -4.15692 -4.02900
H -0.39870 -4.21194 -3.26222
H 0.87726 -5.36956 -2.76811
H 3.68380 -3.13650 -2.71766
H 3.47286 -4.38597 -1.45569
H 3.65107 -2.66150 -0.98930
C 0.62005 3.29998 -0.52447
C 0.73224 -3.37544 -0.07995
P -1.03686 2.55360 -0.32741
H 0.59432 4.39914 -0.49347
H 1.23624 2.97427 0.33031
P -0.86431 -2.52235 0.12367
H 1.46681 -2.90202 0.59232
H 0.68748 -4.43853 0.20092
C -1.09675 -2.70099 1.98227
C -2.08490 -3.62635 -0.81248
C -2.11439 3.52926 -1.57140
C -1.54975 3.22907 1.36057
C -1.27917 2.29091 2.53543
H -2.63792 3.35119 1.24841
C -0.90341 4.56627 1.70995
H 0.14982 4.40665 1.97449
H -1.40928 4.96675 2.59762
H -0.96057 5.32548 0.92668
H -1.49599 1.25009 2.27138
H -1.92595 2.58394 3.37607
H -0.23597 2.37072 2.87625
H -1.78774 3.12267 -2.54336
C -1.84568 5.03225 -1.54754
C -3.61677 3.24388 -1.40746
H -0.81477 5.30183 -1.79509
H -2.10955 5.47121 -0.58007
H -2.48809 5.50970 -2.29739
H -3.93889 2.41915 -2.05321
H -4.19558 4.12697 -1.71372
H -3.89320 3.00026 -0.37322
H -1.78779 -3.44673 -1.85838
C -3.56354 -3.23313 -0.67589
C -1.91289 -5.11159 -0.50525
H -0.89445 -5.48727 -0.63774
H -2.55300 -5.67392 -1.19656
H -2.25442 -5.35400 0.50656
H -3.87318 -2.55333 -1.47662
H -3.79668 -2.76802 0.28870
H -4.19172 -4.12975 -0.78304
C -0.26733 -1.66174 2.74768
C -0.75426 -4.07870 2.54756
H -2.16640 -2.46579 2.11203
H 0.33741 -4.18772 2.60012
H -1.16032 -4.93000 1.99412
H -1.13131 -4.15019 3.57633
H 0.77137 -2.00341 2.88662
H -0.69789 -1.52654 3.75022
H -0.25060 -0.68808 2.24153
C -2.66375 -0.04750 -2.16161
H -2.63461 0.03689 -3.25724
H -3.24187 -0.95694 -1.95426
H -3.25839 0.79480 -1.79529
O 1.88037 2.09855 2.81333
C 2.55591 1.14343 3.47119
C 2.81368 1.27979 4.84570
C 3.35516 0.20674 5.53796
C 3.68505 -0.98911 4.88875
C 3.46580 -1.12471 3.52002
C 2.88846 -0.06749 2.80248
C 2.49741 -0.22123 1.36431
O 3.01702 -1.13754 0.70366
O 1.59883 0.61518 0.91937
H 1.60622 1.59501 1.91236
H 2.52992 2.21365 5.32864
H 3.53602 0.30854 6.60685
H 4.12819 -1.82150 5.44148
H 3.73284 -2.03180 2.96682
*
```

***

Number 1: largest force on an atom 0.066 Eh/bohr. Number 2: largest force on an atom 0.070 Eh/bohr. Number 3: largest force on an atom 0.085 Eh/bohr. Number 4: largest force on an atom 0.062 Eh/bohr. Number 5: largest force on an atom 0.037 Eh/bohr. Number 6: largest force on an atom 0.065 Eh/bohr.